{"formula": "C22H46N6O3P", "method": "ωB97M-V/def2-TZVPD", "s2": 2.01, "spin_multiplicity": 3, "energy_ha": -1760.8164, "total_charge": 1, "e_homo_ev": [-10.430, -11.047], "orbital_gap_ev": [6.71, 7.33], "lumo_energy_ha": [-0.1366, -0.1366], "symbols": ["C", "P", "C", "N", "C", "N", "C", "N", "O", "N", "H", "H", "H", "H", "H", "H", "H", "H", "H", "H", "C", "C", "C", "C", "C", "C", "N", "O", "C", "C", "C", "H", "H", "H", "H", "H", "H", "H", "H", "H", "H", "H", "H", "H", "H", "H", "H", "H", "H", "C", "C", "C", "C", "C", "C", "N", "O", "C", "C", "C", "H", "H", "H", "H", "H", "H", "H", "H", "H", "H", "H", "H", "H", "H", "H", "H", "H", "H"], "coordinates": [[1.3167, 8.3661, 2.7321], [1.3109, 6.5376, 2.1815], [-0.1698, 6.1010, 1.0570], [2.8218, 6.0490, 1.3709], [3.3689, 6.6092, 0.2430], [4.6632, 6.0192, -0.3410], [4.8210, 6.9276, -1.5591], [3.6971, 7.9470, -1.5942], [3.7138, 8.8369, -2.6056], [2.8099, 7.7942, -0.5203], [2.1180, 9.0445, 2.2139], [1.4809, 8.3706, 3.9146], [0.2067, 8.7787, 2.5866], [0.1801, 5.5046, 0.0864], [-0.8459, 7.0024, 0.7421], [-0.8351, 5.3241, 1.6685], [3.3274, 5.2086, 1.7808], [5.6754, 6.8714, -2.3884], [2.9087, 9.4338, -2.5964], [1.9588, 8.4012, -0.3279], [-1.5158, 0.8255, -0.7570], [-0.2620, 1.2988, 0.0392], [0.8037, 0.1662, 0.1451], [0.5440, -0.8747, 1.2252], [0.2440, -0.2070, 2.5608], [-0.9269, 0.8023, 2.4563], [-0.7088, 1.8247, 1.3733], [0.2715, 2.7229, 1.8309], [-2.2380, 0.0046, 2.2190], [-1.1539, 1.4612, 3.8550], [0.3695, 2.3928, -0.8929], [-2.4296, 0.7983, -0.1605], [-1.7631, 1.5131, -1.5763], [-1.3738, -0.1671, -1.1948], [1.7862, 0.6120, 0.3549], [0.9095, -0.3439, -0.8200], [-0.2744, -1.5368, 0.9241], [1.4282, -1.5154, 1.3313], [0.0167, -0.9813, 3.3053], [1.1521, 0.2965, 2.9200], [-3.0949, 0.6793, 2.1089], [-2.4557, -0.6540, 3.0691], [-2.2060, -0.6449, 1.3473], [-0.2570, 1.9611, 4.2405], [-1.4297, 0.7089, 4.6052], [-1.9666, 2.1969, 3.8162], [-0.2820, 3.2705, -0.9797], [0.5272, 1.9966, -1.9050], [1.3505, 2.7315, -0.5394], [0.5975, -7.2176, -1.2713], [-0.4522, -6.3684, -0.4922], [-1.8722, -7.0055, -0.5757], [-2.6385, -6.7243, -1.8608], [-2.6293, -5.2358, -2.1831], [-1.1909, -4.6636, -2.2469], [-0.4010, -4.9555, -0.9992], [-0.8907, -4.1165, 0.0173], [-0.4899, -5.2466, -3.5040], [-1.2679, -3.1333, -2.5540], [-0.0042, -6.5200, 1.0048], [1.0344, -6.6982, -2.1262], [1.4668, -7.4648, -0.6481], [0.1761, -8.1600, -1.6336], [-2.4864, -6.6315, 0.2556], [-1.8081, -8.0909, -0.4321], [-2.2195, -7.3080, -2.6870], [-3.6756, -7.0636, -1.7461], [-3.1489, -5.0725, -3.1364], [-3.2198, -4.7029, -1.4250], [0.5448, -4.8923, -3.5777], [-1.0029, -4.9307, -4.4210], [-0.4774, -6.3335, -3.5362], [-1.8623, -2.5806, -1.8164], [-1.7418, -2.9498, -3.5268], [-0.2659, -2.6883, -2.5897], [0.9653, -6.0400, 1.1840], [0.0965, -7.5798, 1.2745], [-0.7298, -6.0921, 1.7066]], "forces_ev_per_a": [[-0.45, 1.05, 0.31], [-0.95, -1.12, 1.65], [-0.83, -0.68, -1.25], [0.45, 1.38, -1.88], [2.18, -0.40, -1.63], [-4.23, 6.41, -3.40], [-3.70, 0.16, 3.55], [4.54, -4.93, 0.91], [-1.59, 1.69, -0.24], [1.92, -3.03, 1.45], [-1.64, -1.07, 1.03], [-0.10, -0.11, -2.78], [2.49, -0.78, 0.05], [-0.68, 1.37, 2.07], [1.35, -1.60, 0.55], [1.61, 1.78, -1.23], [-0.81, 1.60, -0.93], [-2.30, 0.35, 2.05], [1.05, -1.04, 0.16], [1.65, -1.17, -0.42], [-0.48, -0.06, 0.07], [-0.36, -0.14, -1.99], [0.20, 0.09, 0.45], [-0.14, -0.14, -0.05], [0.23, 0.18, -0.27], [-1.30, -0.97, 1.44], [4.69, 1.65, 1.54], [-2.93, -1.86, -1.19], [-0.09, 0.04, -0.28], [0.48, 0.48, -0.39], [0.14, 0.20, 0.86], [0.25, -0.09, 0.07], [0.28, -0.11, 0.14], [0.02, 0.09, 0.10], [-0.21, 0.19, -0.01], [-0.20, 0.29, 0.02], [0.05, 0.02, 0.06], [-0.17, 0.07, -0.08], [-0.22, 0.30, -0.08], [-0.21, 0.16, -0.07], [0.16, -0.03, 0.00], [0.27, 0.27, -0.06], [0.05, 0.04, -0.06], [-0.17, -0.04, -0.29], [0.03, -0.04, -0.45], [0.16, -0.11, -0.07], [-0.01, -0.18, 0.07], [-0.25, -0.19, 0.34], [-0.23, -0.07, 0.12], [0.31, 0.06, -0.39], [1.03, -1.68, 0.57], [-0.27, 0.40, 0.01], [0.00, -0.10, -0.09], [0.02, -0.09, 0.31], [-0.05, 0.60, -1.90], [-3.33, 1.98, 3.35], [1.73, -1.89, -2.70], [0.18, -0.17, 0.06], [0.03, -0.07, 0.75], [-0.37, 0.83, -0.12], [-0.25, -0.01, 0.07], [-0.36, 0.04, 0.04], [0.01, 0.12, 0.04], [0.27, 0.11, -0.04], [0.29, 0.21, 0.07], [0.00, 0.10, -0.01], [0.18, 0.01, -0.02], [0.33, 0.14, 0.07], [0.27, 0.02, 0.00], [-0.14, -0.05, 0.09], [-0.05, 0.10, 0.35], [0.04, -0.01, 0.10], [0.21, -0.26, 0.01], [0.13, -0.37, 0.17], [-0.12, -0.14, 0.07], [-0.18, -0.04, -0.13], [-0.05, 0.17, -0.44], [0.15, 0.07, -0.27]]}

=====

{"formula": "C22H46O", "method": "ωB97M-V/def2-TZVPD", "e_above_lowest_kcal_mol": 8.4, "smiles": "CCCCCCCCCCCCCCCCCCCCCCO", "spin_multiplicity": 1, "energy_ha": -941.1051, "e_homo_ev": -10.126, "orbital_gap_ev": 11.07, "lumo_energy_ha": 0.0348, "symbols": ["C", "C", "C", "C", "C", "C", "C", "C", "C", "C", "C", "C", "C", "C", "C", "C", "C", "C", "C", "C", "C", "C", "O", "H", "H", "H", "H", "H", "H", "H", "H", "H", "H", "H", "H", "H", "H", "H", "H", "H", "H", "H", "H", "H", "H", "H", "H", "H", "H", "H", "H", "H", "H", "H", "H", "H", "H", "H", "H", "H", "H", "H", "H", "H", "H", "H", "H", "H", "H"], "coordinates": [[-10.6297, -3.6441, -0.0441], [-10.0572, -2.2324, -0.0754], [-8.5310, -2.2364, -0.0352], [-7.9498, -0.8252, -0.0717], [-6.4236, -0.8309, -0.0340], [-5.8427, 0.5802, -0.0811], [-4.3164, 0.5760, -0.0452], [-3.7378, 1.9872, -0.1113], [-2.2112, 1.9871, -0.0791], [-1.6444, 3.4029, -0.1591], [-0.1181, 3.4434, -0.2403], [0.5652, 2.9541, 1.0361], [2.0604, 3.2723, 1.0734], [2.8717, 2.5024, 0.0334], [4.3622, 2.8156, 0.1464], [5.2064, 2.1730, -0.9552], [5.2309, 0.6435, -0.9452], [5.8479, 0.0609, 0.3250], [6.0604, -1.4541, 0.2466], [7.2697, -1.8382, -0.6063], [7.3895, -3.3390, -0.8809], [7.5866, -4.1974, 0.3751], [6.3815, -4.6406, 0.9526], [-11.7166, -3.6186, -0.0732], [-10.2769, -4.2176, -0.8987], [-10.3225, -4.1601, 0.8631], [-10.3922, -1.7251, -0.9832], [-10.4386, -1.6671, 0.7781], [-8.1961, -2.7414, 0.8741], [-8.1502, -2.8052, -0.8870], [-8.3298, -0.2560, 0.7803], [-8.2861, -0.3202, -0.9805], [-6.0867, -1.3299, 0.8778], [-6.0442, -1.4051, -0.8827], [-6.1801, 1.0782, -0.9934], [-6.2220, 1.1554, 0.7669], [-3.9378, -0.0085, -0.8872], [-3.9781, 0.0887, 0.8723], [-4.1158, 2.5721, 0.7307], [-4.0796, 2.4732, -1.0285], [-1.8751, 1.5064, 0.8411], [-1.8331, 1.3998, -0.9194], [-1.9751, 3.9735, 0.7121], [-2.0537, 3.8928, -1.0465], [0.2069, 2.8395, -1.0893], [0.1912, 4.4749, -0.4279], [0.0874, 3.4349, 1.8935], [0.4277, 1.8764, 1.1402], [2.4462, 3.0294, 2.0671], [2.2031, 4.3450, 0.9203], [2.7038, 1.4334, 0.1761], [2.5302, 2.7658, -0.9690], [4.7284, 2.5013, 1.1252], [4.4944, 3.8992, 0.0852], [4.8270, 2.5070, -1.9244], [6.2330, 2.5368, -0.8621], [5.8089, 0.3147, -1.8114], [4.2178, 0.2560, -1.0657], [6.8069, 0.5471, 0.5195], [5.1902, 0.2747, 1.1694], [5.1593, -1.9179, -0.1635], [6.2083, -1.8265, 1.2639], [8.1798, -1.4926, -0.1093], [7.2081, -1.3256, -1.5681], [6.4964, -3.6946, -1.4000], [8.2425, -3.4966, -1.5435], [8.1880, -3.6454, 1.1130], [8.1226, -5.1143, 0.1185], [5.8325, -3.8739, 1.1503]], "forces_ev_per_a": [[-0.04, 0.26, -0.01], [0.19, -0.31, 0.02], [-0.30, 0.43, -0.02], [0.29, -0.44, 0.02], [-0.29, 0.44, -0.02], [0.29, -0.44, 0.03], [-0.29, 0.44, -0.03], [0.29, -0.43, 0.04], [-0.26, 0.43, 0.01], [0.24, -0.26, -0.16], [-0.20, 0.01, 0.27], [0.17, 0.23, -0.16], [-0.17, -0.33, -0.08], [0.20, 0.30, 0.31], [-0.07, -0.12, -0.32], [-0.07, -0.07, 0.11], [0.20, 0.20, 0.13], [-0.25, -0.21, -0.14], [0.26, 0.26, -0.05], [-0.24, -0.25, -0.05], [0.17, 0.08, 0.28], [0.30, 0.09, -0.36], [-0.52, -0.01, 0.24], [-0.11, -0.10, 0.00], [0.01, -0.11, -0.07], [0.01, -0.11, 0.08], [-0.03, 0.09, 0.01], [-0.03, 0.09, -0.02], [0.05, -0.09, 0.02], [0.06, -0.09, -0.01], [-0.05, 0.08, 0.01], [-0.05, 0.08, -0.02], [0.05, -0.08, 0.02], [0.06, -0.08, -0.01], [-0.05, 0.08, -0.02], [-0.06, 0.08, 0.01], [0.06, -0.08, -0.01], [0.06, -0.08, 0.02], [-0.06, 0.08, 0.01], [-0.05, 0.08, -0.02], [0.05, -0.11, 0.02], [0.07, -0.09, -0.02], [-0.05, 0.08, 0.02], [-0.08, 0.05, 0.02], [0.05, 0.04, -0.11], [0.09, 0.02, -0.07], [-0.09, -0.05, 0.06], [-0.05, -0.07, 0.10], [0.07, 0.06, 0.03], [0.04, 0.07, 0.05], [-0.07, -0.11, -0.07], [-0.03, -0.07, -0.11], [0.02, 0.06, 0.10], [0.01, 0.03, 0.09], [0.05, 0.08, -0.04], [0.05, 0.02, -0.09], [-0.06, -0.07, -0.05], [-0.04, -0.09, -0.06], [0.05, 0.07, 0.08], [0.05, 0.09, 0.08], [-0.08, -0.09, 0.04], [-0.06, -0.11, 0.05], [0.04, 0.07, -0.02], [0.06, 0.09, 0.00], [0.02, -0.07, -0.06], [0.00, -0.05, -0.07], [0.03, -0.06, -0.08], [0.03, 0.12, 0.05], [0.04, -0.08, 0.01]]}

=====

{"formula": "C22H47Cl2N5O10", "method": "ωB97M-V/def2-TZVPD", "e_above_lowest_kcal_mol": 67.0, "spin_multiplicity": 1, "energy_ha": -2812.7837, "total_charge": -2, "e_homo_ev": 1.488, "orbital_gap_ev": 2.34, "lumo_energy_ha": 0.1407, "symbols": ["O", "C", "C", "O", "H", "H", "H", "H", "C", "C", "O", "C", "O", "O", "H", "H", "H", "H", "C", "C", "O", "N", "C", "H", "H", "H", "H", "H", "H", "H", "C", "C", "O", "N", "C", "H", "H", "H", "H", "H", "H", "H", "C", "C", "O", "N", "C", "H", "H", "H", "H", "H", "H", "H", "C", "C", "O", "N", "C", "H", "H", "H", "H", "H", "H", "H", "C", "C", "O", "N", "C", "H", "H", "H", "H", "H", "H", "H", "Cl", "C", "C", "Cl", "H", "H", "H", "H"], "coordinates": [[-0.0755, 0.2481, 1.2601], [0.2889, -1.0740, 0.8154], [0.5079, -1.3736, -0.7749], [-0.4834, -0.9881, -1.7309], [-0.5229, -1.6778, 1.2211], [1.1795, -1.3445, 1.3826], [0.7470, -2.4369, -0.7557], [1.5189, -1.0900, -1.0675], [-1.2712, -3.0964, -6.8245], [0.2236, -3.2284, -6.8258], [0.5961, -1.9920, -7.4321], [-0.4073, -1.4360, -8.0620], [-0.2750, -0.5595, -8.9124], [-1.4870, -2.2230, -7.8464], [-1.6869, -2.6535, -5.9194], [-1.7734, -3.9870, -7.2024], [0.4899, -4.1949, -7.2537], [0.5244, -3.1670, -5.7799], [2.5771, -2.0336, 6.4205], [2.2346, -1.0762, 7.6279], [2.0627, -1.5066, 8.7349], [2.1020, 0.2742, 7.4393], [2.4632, 0.9303, 6.1959], [1.7293, -1.8407, 5.7630], [2.4989, -3.0994, 6.6354], [3.5632, -1.8748, 5.9842], [2.0198, 0.7652, 8.3181], [3.4462, 0.5879, 5.8724], [2.4288, 1.9729, 6.5123], [1.7421, 0.6906, 5.4145], [-6.3638, 1.0464, 5.4185], [-5.1936, 0.9358, 4.4311], [-5.2312, 1.2747, 3.2547], [-4.0307, 0.4639, 4.7253], [-3.5862, 0.0166, 5.9630], [-6.9629, 0.1370, 5.3725], [-7.0248, 1.8966, 5.2498], [-5.8585, 1.2419, 6.3643], [-3.4754, 0.3979, 3.8842], [-3.3028, 0.8694, 6.5799], [-2.7503, -0.6760, 5.8648], [-4.4648, -0.4517, 6.4068], [3.1143, 6.4207, -0.4288], [2.0538, 5.2989, -0.1892], [0.8614, 5.4691, -0.2152], [2.4738, 4.2086, 0.3293], [3.8620, 3.7391, 0.4426], [2.6293, 6.8657, -1.2977], [4.0551, 6.0324, -0.8189], [3.0463, 7.0149, 0.4824], [1.8399, 3.4531, 0.5471], [3.7602, 2.7583, 0.9069], [4.5766, 4.2080, 1.1190], [4.3526, 3.6372, -0.5254], [-0.2538, 6.1929, -5.9650], [0.1932, 4.8432, -5.3073], [-0.5557, 4.3385, -4.4718], [1.4632, 4.3467, -5.5213], [1.9559, 3.0509, -4.9743], [0.2249, 6.4416, -6.9122], [-0.1885, 6.9670, -5.2005], [-1.3069, 6.0040, -6.1730], [2.0654, 4.8262, -6.1752], [1.7328, 2.2349, -5.6617], [1.2891, 2.7953, -4.1508], [3.0066, 2.9214, -4.7150], [-6.4515, -3.6226, 0.3374], [-5.2852, -3.0653, -0.4618], [-5.2339, -1.8402, -0.7008], [-4.3149, -3.8768, -0.8924], [-4.1396, -5.2691, -0.5201], [-6.0483, -3.8525, 1.3237], [-6.8989, -4.5378, -0.0503], [-7.2129, -2.8875, 0.5980], [-3.6441, -3.3178, -1.3999], [-3.5810, -5.3415, 0.4130], [-3.4735, -5.8356, -1.1708], [-5.0683, -5.8355, -0.4514], [4.4701, -5.2633, -0.3926], [5.7309, -4.2392, -1.1028], [5.9151, -2.9670, -0.3348], [6.6768, -3.2731, 1.1718], [5.4292, -4.1803, -2.1485], [6.6336, -4.8501, -1.0979], [4.9918, -2.4357, -0.1041], [6.5366, -2.2451, -0.8645]], "forces_ev_per_a": [[1.03, -1.23, -0.66], [-1.27, 3.21, -0.30], [-2.13, 0.84, -0.18], [1.79, -1.11, 1.67], [-0.45, -1.08, -0.39], [1.04, -0.72, -0.15], [-0.55, -1.54, 0.09], [0.89, 1.41, -0.05], [-0.75, -1.19, 0.57], [-0.71, 0.29, 2.29], [2.40, -0.62, 0.53], [-0.08, 0.31, -3.38], [-0.93, -1.48, 2.36], [-1.24, 3.32, -2.58], [0.00, -0.52, 0.28], [-0.10, -0.34, 0.97], [0.85, 0.62, -0.75], [0.57, -0.27, -0.16], [-1.05, 1.07, 0.73], [0.75, -0.37, -0.99], [-0.27, -1.08, 1.76], [0.27, -1.54, -0.62], [-0.35, 0.03, 0.81], [0.49, 0.08, -0.86], [0.02, 0.28, 0.79], [-0.31, 0.43, -0.25], [-0.02, 0.08, -0.31], [0.12, 0.45, -0.09], [0.29, 0.21, -1.00], [0.00, 0.36, -0.07], [1.22, 0.28, -0.04], [-2.21, 1.55, -2.78], [-2.40, 0.93, -0.69], [2.47, -1.31, 0.37], [-0.05, -0.35, 1.40], [0.19, -0.07, 0.39], [0.30, -0.06, -0.55], [-0.61, -0.45, 0.53], [0.46, 0.07, 0.09], [0.34, -0.09, 0.42], [-0.17, 0.02, 0.10], [0.45, -0.46, 0.68], [-2.00, -1.31, -1.41], [-0.16, 2.38, 0.59], [-1.48, 1.62, -1.14], [3.76, -4.14, 1.76], [-0.33, -0.86, 0.08], [0.19, 0.94, 0.24], [0.26, 0.21, 0.82], [0.66, 0.21, -0.35], [-0.71, 0.26, -0.16], [0.12, -0.26, -0.43], [-0.45, 0.98, 0.08], [-0.04, -0.11, -0.08], [0.04, -1.60, 0.10], [-0.18, -0.05, 1.80], [0.71, 0.43, -1.42], [0.71, -0.04, -0.29], [-1.83, -0.34, -0.29], [0.29, 0.15, 0.20], [0.17, 0.03, -0.21], [-0.02, 0.23, 0.03], [-0.31, -0.07, 0.04], [0.07, 0.08, -0.45], [0.37, 0.24, 0.40], [-0.07, 0.95, 0.10], [0.37, -0.23, 0.87], [-1.22, 3.13, -0.14], [-0.33, -2.22, 0.31], [-0.20, -0.80, -0.46], [0.92, 0.05, 0.28], [0.18, -0.43, 0.16], [0.03, 0.06, -0.14], [0.14, 0.20, -0.77], [0.74, -0.36, 0.03], [-0.33, 0.02, 0.49], [-0.20, 0.43, -0.66], [-0.08, 0.30, 0.02], [-0.31, -0.28, 0.36], [-0.03, -0.93, -0.61], [-0.71, 1.09, -1.15], [0.94, -0.35, 1.68], [0.05, 0.80, 0.11], [0.13, 0.22, 0.16], [-0.24, -0.32, -0.28], [0.08, -0.22, -0.25]]}

=====

no.,F_max (eV/Å)
1,8.40
2,0.57
3,5.86